<w>
113
Properties=species:S:1:pos:R:3:mulliken_spin:R:1 method="wB97M-V/def2-TZVPD" homo_ev="-10.1 / -10.1" charge=+1 multiplicity=2
V -0.624 0.420 0.016 1.177
C -4.375 0.088 -0.819 0.002
As -2.669 0.332 -1.721 -0.001
C -2.891 -0.914 -3.196 -0.003
C -3.189 2.042 -2.550 0.003
C -2.163 2.976 -3.191 -0.008
C -2.919 4.137 -3.851 0.000
C -1.269 3.607 -2.103 0.013
As 0.200 2.521 -1.388 0.034
C 0.807 3.727 0.013 0.000
C 1.594 2.976 -2.678 -0.004
C -1.271 2.253 -4.201 0.005
As -1.822 1.448 -5.928 -0.001
C -3.771 1.266 -5.987 0.000
C -1.651 3.008 -7.092 0.000
H -5.153 0.523 -1.454 0.000
H -4.362 0.601 0.142 0.000
H -4.580 -0.969 -0.670 0.001
H -3.920 -0.837 -3.552 -0.001
H -2.712 -1.927 -2.841 0.000
H -2.198 -0.703 -4.012 0.001
H -3.712 2.587 -1.757 -0.002
H -3.949 1.753 -3.287 0.000
H -3.446 4.723 -3.099 0.000
H -3.655 3.789 -4.574 0.000
H -2.225 4.803 -4.365 0.000
H -1.880 3.931 -1.256 -0.002
H -0.782 4.502 -2.509 0.001
H 0.890 4.737 -0.398 -0.001
H 1.787 3.395 0.354 0.001
H 0.106 3.730 0.846 -0.002
H 1.456 4.029 -2.935 -0.001
H 1.539 2.369 -3.576 0.000
H 2.567 2.840 -2.209 -0.001
H -0.743 1.431 -3.692 0.001
H -0.487 2.946 -4.527 0.000
H -4.114 0.471 -5.332 0.000
H -4.007 0.980 -7.013 0.000
H -4.291 2.191 -5.756 0.000
H -0.614 3.341 -7.104 0.000
H -2.290 3.820 -6.750 0.000
H -1.937 2.727 -8.105 0.000
C -1.238 -3.996 6.785 0.000
O 0.126 -4.234 7.092 0.000
C 1.023 -3.251 6.845 -0.001
C 0.701 -2.008 6.294 0.001
C 1.701 -1.078 6.060 -0.002
C 3.025 -1.376 6.368 0.000
C 3.328 -2.593 6.981 -0.001
C 2.346 -3.533 7.198 0.000
N 4.154 -0.514 6.196 -0.001
N 4.306 0.223 5.222 -0.002
C 3.364 0.245 4.149 -0.011
C 2.748 1.431 3.840 0.003
C 1.813 1.486 2.792 -0.018
C 1.568 0.360 2.054 0.013
O 0.628 0.409 1.085 -0.103
C 2.227 -0.870 2.294 0.004
N 1.935 -1.939 1.510 0.010
C 2.581 -3.050 1.741 -0.001
C 3.566 -3.198 2.742 0.004
C 3.848 -2.134 3.546 -0.003
C 3.160 -0.914 3.347 -0.002
H -1.769 -4.902 7.068 0.000
H -1.373 -3.812 5.716 0.000
H -1.630 -3.151 7.355 0.000
H -0.319 -1.749 6.057 0.000
H 1.422 -0.115 5.659 0.001
H 4.350 -2.782 7.277 0.000
H 2.569 -4.484 7.658 0.000
H 2.949 2.309 4.437 -0.001
H 1.278 2.400 2.576 0.000
H 2.330 -3.892 1.105 0.000
H 4.073 -4.143 2.864 0.000
H 4.596 -2.211 4.324 0.000
F -2.610 -2.372 -0.449 -0.006
C -2.551 -1.979 0.858 -0.073
C -1.807 -0.871 1.210 0.033
C -1.832 -0.596 2.570 -0.014
F -1.145 0.463 3.064 0.000
C -2.516 -1.357 3.507 -0.009
F -2.480 -1.032 4.805 0.000
C -3.240 -2.467 3.096 0.007
F -3.899 -3.214 3.981 0.000
C -3.258 -2.780 1.746 -0.010
F -3.944 -3.838 1.310 0.000
C 4.894 1.386 -0.184 0.000
C 4.085 0.811 -1.289 0.001
N 2.770 0.727 -1.339 -0.003
C 2.493 0.119 -2.528 0.001
C 3.637 -0.161 -3.216 0.001
N 4.648 0.293 -2.406 0.000
H 4.234 1.844 0.545 0.000
H 5.584 2.144 -0.553 0.000
H 5.476 0.613 0.319 0.000
H 1.156 -0.068 -4.038 -0.001
H 3.812 -0.621 -4.168 0.000
H 5.635 0.241 -2.601 0.000
Se 0.324 -1.104 -5.937 -0.005
N 0.084 -2.378 -4.809 0.003
C 0.141 -2.319 -3.424 -0.002
C -0.180 -3.535 -2.809 0.001
C -0.154 -3.668 -1.437 0.003
C 0.039 -2.522 -0.692 0.008
N 0.288 -1.325 -1.230 -0.006
C 0.518 -1.253 -2.559 0.002
N 1.180 -0.130 -3.022 -0.010
H -0.417 -4.362 -3.462 0.000
H -0.350 -4.608 -0.950 0.000
H -0.019 -2.533 0.389 -0.010
O -3.057 3.420 1.762 0.023
C -2.418 2.611 1.210 0.053
N -1.780 1.813 0.601 -0.089



<x>
113
Properties=species:S:1:pos:R:3:mulliken_spin:R:1 method="wB97M-V/def2-TZVPD" homo_ev="-10.1 / -10.1" charge=+1 multiplicity=2
V 0.729 0.881 0.381 1.202
C -2.186 -0.079 2.640 -0.004
As -1.182 1.451 2.030 0.037
C -2.515 2.408 1.005 0.000
C -1.004 2.461 3.695 -0.013
C 0.040 3.580 3.805 0.005
C -0.121 4.229 5.187 0.000
C 1.460 2.988 3.798 -0.004
As 2.241 2.238 2.163 0.009
C 3.747 1.362 3.030 -0.001
C 3.132 3.765 1.361 0.000
C -0.084 4.614 2.679 -0.002
As -1.622 5.846 2.356 0.000
C -3.215 5.029 3.174 0.000
C -1.280 7.153 3.776 0.000
H -3.061 0.255 3.197 -0.002
H -1.558 -0.694 3.281 0.001
H -2.488 -0.678 1.781 0.003
H -3.456 2.427 1.553 -0.002
H -2.661 1.880 0.064 -0.001
H -2.182 3.422 0.791 0.001
H -0.808 1.704 4.458 -0.002
H -2.002 2.859 3.886 0.000
H 0.070 3.502 5.979 0.000
H -1.124 4.622 5.330 0.000
H 0.586 5.052 5.306 0.000
H 1.524 2.180 4.530 -0.002
H 2.169 3.761 4.107 0.000
H 4.326 2.102 3.582 -0.001
H 4.396 0.873 2.306 0.000
H 3.374 0.610 3.723 0.000
H 3.613 4.363 2.134 -0.001
H 2.405 4.367 0.821 -0.001
H 3.889 3.412 0.661 0.000
H 0.062 4.108 1.721 0.014
H 0.750 5.320 2.767 0.000
H -3.559 4.176 2.593 0.000
H -3.990 5.794 3.122 0.000
H -3.091 4.742 4.215 0.000
H -0.304 7.611 3.616 0.000
H -1.317 6.718 4.773 0.000
H -2.034 7.936 3.701 0.000
C 3.323 -2.151 -6.467 0.000
O 2.562 -3.346 -6.449 0.000
C 1.242 -3.249 -6.171 0.000
C 0.584 -2.053 -5.900 0.000
C -0.771 -2.063 -5.594 -0.001
C -1.475 -3.256 -5.575 -0.002
C -0.829 -4.441 -5.923 0.000
C 0.522 -4.445 -6.189 0.000
N -2.885 -3.341 -5.317 0.000
N -3.393 -2.794 -4.330 -0.002
C -2.591 -2.121 -3.350 -0.024
C -2.748 -0.774 -3.172 0.011
C -1.979 -0.102 -2.211 -0.035
C -1.113 -0.790 -1.405 0.006
O -0.344 -0.082 -0.542 -0.064
C -0.991 -2.204 -1.498 -0.005
N -0.161 -2.848 -0.646 0.009
C -0.087 -4.149 -0.736 -0.004
C -0.838 -4.922 -1.645 0.006
C -1.665 -4.283 -2.518 -0.005
C -1.748 -2.872 -2.483 0.005
H 4.342 -2.447 -6.698 0.000
H 3.300 -1.652 -5.494 0.000
H 2.965 -1.463 -7.236 0.000
H 1.110 -1.110 -5.936 0.000
H -1.278 -1.129 -5.396 0.001
H -1.402 -5.358 -5.970 0.000
H 1.043 -5.359 -6.437 0.000
H -3.430 -0.227 -3.810 -0.002
H -2.032 0.975 -2.118 0.000
H 0.593 -4.645 -0.049 0.000
H -0.748 -6.000 -1.639 0.000
H -2.267 -4.841 -3.222 0.000
F 0.725 -0.085 3.572 -0.007
C 1.345 -1.022 2.802 -0.076
C 1.592 -0.764 1.466 0.010
C 2.272 -1.787 0.820 -0.034
F 2.608 -1.683 -0.479 -0.001
C 2.659 -2.965 1.436 -0.007
F 3.300 -3.913 0.749 0.000
C 2.361 -3.173 2.770 0.007
F 2.709 -4.304 3.373 0.000
C 1.695 -2.182 3.467 -0.005
F 1.400 -2.350 4.757 0.000
C -1.990 -4.074 2.345 0.000
C -3.101 -3.970 1.356 0.000
N -3.261 -2.998 0.490 0.000
C -4.422 -3.289 -0.195 0.000
C -4.962 -4.449 0.264 0.000
N -4.109 -4.875 1.256 0.000
H -1.163 -3.456 1.999 0.000
H -1.643 -5.101 2.459 0.000
H -2.302 -3.715 3.329 0.000
H -4.783 -2.656 -0.989 0.001
H -5.840 -5.001 -0.018 0.000
H -4.210 -5.711 1.805 0.000
Se 0.981 1.630 -4.531 -0.001
N 2.723 1.380 -4.606 0.003
C 3.123 1.166 -3.366 -0.002
C 4.472 0.938 -2.969 0.004
C 4.706 0.732 -1.651 -0.001
C 3.625 0.739 -0.725 0.009
N 2.372 0.950 -1.028 -0.027
C 2.087 1.168 -2.362 0.001
N 0.866 1.391 -2.792 -0.001
H 5.258 0.933 -3.712 0.000
H 5.702 0.546 -1.275 0.000
H 3.831 0.530 0.317 0.004
O 0.143 4.319 -1.905 0.015
C 0.293 3.533 -1.044 0.021
N 0.454 2.764 -0.141 -0.038



It turns out <x> is the most stable, with the second structure 1.201 eV higher.



<w>
16
Properties=species:S:1:pos:R:3:nbo_charge:R:1 method="wB97M-V/def2-TZVPD" homo_ev=-8.7 charge=0
C 2.078 0.569 0.299 -0.602
C 0.694 0.413 1.124 -0.308
C -0.068 -1.146 1.388 -0.384
C -1.386 -0.422 0.769 -0.415
C -0.544 0.841 0.487 -0.145
H 4.226 -1.140 -0.577 0.125
H 2.803 0.663 1.159 0.247
H 2.160 1.472 -0.567 0.262
H 0.836 0.609 2.185 0.252
H 0.366 -1.676 0.614 0.213
H -0.005 -1.632 2.431 0.229
H -2.043 -0.263 1.615 0.233
H -3.107 0.127 -0.517 0.175
S 2.252 -0.838 -0.791 -0.005
S -2.195 -1.196 -0.679 -0.020
S -0.673 2.053 -0.451 0.143



<x>
16
Properties=species:S:1:pos:R:3:nbo_charge:R:1 method="wB97M-V/def2-TZVPD" homo_ev=-8.7 charge=0 smiles="CC(=S)S[C@H](C)C=S"
C 2.704 0.429 1.045 -0.684
C 1.506 -0.035 0.209 -0.310
S 1.556 -1.285 -0.780 0.025
S 0.172 1.015 0.650 0.319
C -1.362 0.434 -0.161 -0.411
C -1.668 -1.012 0.286 -0.626
C -1.418 0.503 -1.701 -0.253
S -2.700 1.020 -2.525 0.086
H 2.431 0.338 2.096 0.235
H 2.918 1.487 0.796 0.237
H 3.619 -0.186 0.870 0.241
H -2.037 1.169 0.287 0.243
H -1.122 -1.747 -0.316 0.236
H -2.754 -1.070 0.090 0.227
H -1.306 -1.218 1.337 0.230
H -0.540 0.159 -2.181 0.204



<y>
16
Properties=species:S:1:pos:R:3:nbo_charge:R:1 method="wB97M-V/def2-TZVPD" homo_ev=-8.5 charge=0
C -0.075 2.342 0.068 -0.840
C 0.482 -0.441 -0.448 -0.471
C 0.775 -1.320 0.792 -0.443
C 1.540 -1.512 -0.541 -0.415
C -2.145 -0.552 -0.044 -0.511
H -0.748 2.184 1.100 0.259
H -1.021 2.670 -0.672 0.238
H 0.577 3.355 -0.021 0.247
H 1.332 -0.672 1.616 0.249
H 0.244 -2.276 1.114 0.254
H 1.402 -2.522 -1.058 0.235
H 2.624 -1.232 -0.809 0.236
H -1.649 -0.953 1.120 0.238
S 1.235 1.229 -0.617 0.271
S -0.903 -0.476 -1.305 0.467
S -3.672 0.176 -0.295 -0.014



<z>
16
Properties=species:S:1:pos:R:3:nbo_charge:R:1 method="wB97M-V/def2-TZVPD" homo_ev=-8.7 charge=0
C 0.377 -1.461 0.530 -0.672
C -0.005 0.027 0.708 -0.297
C 0.428 0.807 -0.358 -0.122
C 1.230 0.595 -1.679 -0.636
S 0.334 0.895 -3.119 0.032
S -0.213 0.891 2.136 0.420
C -1.928 0.566 2.237 -0.475
S -2.704 0.473 3.702 0.026
H 0.976 -2.008 1.242 0.243
H -0.429 -2.208 0.897 0.228
H 0.621 -1.762 -0.469 0.222
H 0.167 1.967 -0.266 0.218
H 1.962 1.586 -1.905 0.247
H 1.877 -0.323 -1.983 0.250
H -0.506 -0.187 -2.921 0.105
H -2.187 0.142 1.247 0.213



It turns out <x> is the most stable, with the second structure 2.604 eV higher.